{"formula": "C4H12", "method": "ωB97M-V with the def2-TZVPD basis set", "species": ["C", "C", "H", "H", "H", "H", "H", "H", "C", "C", "H", "H", "H", "H", "H", "H"], "coordinates": [[-0.3157, -0.7569, -2.8510], [0.6591, -0.7719, -1.6745], [-1.0878, 0.0048, -2.7280], [0.2045, -0.5378, -3.7766], [-0.8887, -1.6856, -2.9017], [1.2481, 0.1433, -1.6630], [0.1119, -0.7524, -0.7281], [1.3058, -1.6420, -1.7007], [-0.3573, 0.2961, 2.8378], [0.0368, 1.1705, 1.6312], [-1.1171, -0.4142, 2.5601], [0.4868, -0.2380, 3.2768], [-0.7334, 0.9175, 3.6515], [0.1550, 2.2042, 1.9567], [-0.7285, 1.1570, 0.8609], [1.0205, 0.9054, 1.2485]], "total_energy_ev": -4342.3565, "gap_ev": 12.833, "total_charge": 0, "lumo_energy_ev": 1.134, "e_homo_ev": -11.70}

***

{"formula": "C4H12", "method": "ωB97M-V with the def2-TZVPD basis set", "species": ["C", "C", "H", "H", "H", "H", "H", "H", "C", "C", "H", "H", "H", "H", "H", "H"], "coordinates": [[-1.9314, 0.7417, -0.1421], [-1.8429, 1.4571, 1.2456], [-2.2955, -0.2577, 0.1096], [-2.4862, 1.3979, -0.8703], [-0.9757, 0.7349, -0.7694], [-1.8592, 2.6489, 1.0180], [-0.9987, 1.0690, 1.8228], [-2.7403, 1.1900, 1.7535], [1.4488, -0.4134, -0.5462], [2.3245, -1.7243, -0.4920], [1.8386, 0.1703, 0.2361], [1.5495, 0.0821, -1.5616], [0.3306, -0.6900, -0.4219], [2.6428, -2.1230, -1.4866], [1.7815, -2.6177, -0.0371], [3.2136, -1.6659, 0.1415]], "total_energy_ev": -4341.3844, "gap_ev": 12.314, "total_charge": 0, "lumo_energy_ev": 1.137, "e_homo_ev": -11.18}

***

{"formula": "C4H12", "method": "ωB97M-V with the def2-TZVPD basis set", "species": ["C", "C", "H", "H", "H", "H", "H", "H", "C", "C", "H", "H", "H", "H", "H", "H"], "coordinates": [[-1.1608, 0.1058, -1.6815], [-1.8047, -0.7563, -0.6216], [-1.6604, 1.0135, -2.0123], [-0.8449, -0.4558, -2.5631], [-0.2060, 0.4427, -1.2637], [-2.8688, -0.9986, -0.7671], [-1.9025, -0.1608, 0.2920], [-1.2998, -1.7114, -0.5579], [1.7866, -0.3727, 1.1854], [1.1760, 1.0179, 1.1354], [2.5182, -0.5718, 0.3978], [1.0360, -1.1608, 1.1397], [2.3958, -0.5141, 2.0796], [0.9745, 1.4275, 2.1275], [0.1817, 1.0999, 0.6920], [1.7146, 1.7112, 0.4875]], "total_energy_ev": -4342.1185, "gap_ev": 12.528, "total_charge": 0, "lumo_energy_ev": 1.180, "e_homo_ev": -11.35}

***

{"formula": "C4H12", "method": "ωB97M-V with the def2-TZVPD basis set", "species": ["C", "C", "H", "H", "H", "H", "H", "H", "C", "C", "H", "H", "H", "H", "H", "H"], "coordinates": [[-1.0021, -1.0955, 0.7478], [-2.3888, -0.9312, 1.2925], [-0.3106, -1.5689, 1.3996], [-0.8545, -1.6805, -0.2031], [-0.5555, -0.1212, 0.5198], [-3.0507, -0.3743, 0.5672], [-2.2947, -0.2524, 2.2712], [-2.8005, -1.8248, 1.5702], [2.3702, 0.7557, -0.7592], [0.9671, 1.2305, -1.2679], [2.7587, 1.4586, 0.0724], [2.3252, -0.2771, -0.3800], [3.1426, 0.7511, -1.4920], [0.3515, 1.0210, -0.5550], [0.7642, 0.7257, -2.2663], [0.8459, 2.3855, -1.5835]], "total_energy_ev": -4341.3337, "gap_ev": 12.601, "total_charge": 0, "lumo_energy_ev": 1.160, "e_homo_ev": -11.44}

***

{"formula": "C4H12", "method": "ωB97M-V with the def2-TZVPD basis set", "species": ["C", "C", "H", "H", "H", "H", "H", "H", "C", "C", "H", "H", "H", "H", "H", "H"], "coordinates": [[0.8466, -1.9064, -0.2388], [1.6105, -2.2575, 1.0232], [1.3641, -2.0583, -1.1886], [-0.1229, -2.3818, -0.3511], [0.6486, -0.8382, -0.3022], [0.9048, -2.4489, 1.8225], [2.3267, -1.5200, 1.3797], [2.1781, -3.1853, 0.8913], [-1.7349, 2.3055, -0.8938], [-0.7296, 1.8613, 0.1502], [-2.6218, 2.7173, -0.4299], [-1.2935, 3.0484, -1.5811], [-1.9599, 1.5004, -1.5948], [0.1643, 1.4246, -0.3066], [-1.1457, 1.0830, 0.7836], [-0.4353, 2.6559, 0.8361]], "total_energy_ev": -4342.3397, "gap_ev": 12.720, "total_charge": 0, "lumo_energy_ev": 1.130, "e_homo_ev": -11.59}

***

{"formula": "C4H12", "method": "ωB97M-V with the def2-TZVPD basis set", "species": ["C", "C", "H", "H", "H", "H", "H", "H", "C", "C", "H", "H", "H", "H", "H", "H"], "coordinates": [[0.2348, -0.1698, 1.4679], [0.9599, 0.3188, 2.6688], [0.5545, -1.1838, 1.2364], [-0.8601, -0.2369, 1.5841], [0.3576, 0.7006, 0.7723], [1.6534, -0.3643, 3.1481], [0.3273, 0.8453, 3.4102], [1.5417, 1.2878, 2.4789], [-0.0211, -0.4112, -1.7381], [-1.3272, 0.1835, -2.3731], [0.6390, -0.9482, -2.4511], [0.7989, 0.2103, -1.3576], [-0.3707, -1.2053, -1.0616], [-0.8808, 0.9160, -3.0690], [-1.6531, -0.5328, -3.1182], [-1.9542, 0.5900, -1.5980]], "multiplicity": 2, "total_energy_ev": -4330.3179, "gap_ev": [12.415, 4.489], "total_charge": 1, "lumo_energy_ev": [-3.231, -11.011], "e_homo_ev": [-15.65, -15.50]}